Entry 1:
The molecule C17H10N4OS3, computed with ωB97M-V/def2-TZVPD.

The calculation puts the frontier orbital gap at 0.257 Ha. The calculated total energy comes out at -2142.61743 Ha. The value obtained for the maximum force is 4.15 eV/Å. Its total charge is 0. The calculation puts the energy above the lowest of the compared OMol25 structures with the same formula, charge and spin at 0.0000 eV.

```
35
Properties=species:S:1:pos:R:3:nbo_charge:R:1
C 1.609 -6.362 0.185 -0.64
C 1.478 -4.861 0.284 0.02
C 1.240 -4.227 -0.920 -0.24
C 0.908 -2.919 -0.863 -0.18
C 0.661 -2.160 0.318 0.10
N 0.297 -0.828 0.260 -0.43
C -0.889 -0.376 -0.476 0.31
N -1.228 0.876 -0.456 -0.42
C -0.470 1.810 0.137 0.15
C 0.580 1.422 0.867 -0.21
S 1.408 2.892 1.608 0.39
C 0.113 3.862 0.857 0.10
N -0.052 5.261 0.995 -0.54
C -0.820 5.951 0.033 0.05
C -1.580 5.207 -0.820 -0.29
S -2.590 5.846 -2.129 0.34
C -3.314 4.226 -2.240 -0.13
S -4.549 3.874 -3.237 -0.05
N -2.649 3.308 -1.515 -0.47
C -1.783 3.831 -0.679 0.27
C -0.790 3.135 0.175 -0.18
C 1.039 0.083 0.984 0.61
O 2.113 -0.185 1.479 -0.60
C 0.771 -2.844 1.552 -0.16
C 1.277 -4.180 1.531 -0.22
H 2.394 -6.636 -0.531 0.22
H 0.564 -6.627 -0.167 0.23
H 1.858 -6.920 1.151 0.22
H 1.440 -4.703 -1.823 0.22
H 0.637 -2.508 -1.860 0.21
H -1.605 -1.106 -0.957 0.23
H 0.653 5.872 1.399 0.42
H -0.755 7.073 -0.062 0.24
H 0.643 -2.323 2.496 0.23
H 1.392 -4.766 2.424 0.22
```

Entry 2:
A structure of composition C17H11AuCl5N2O4S2, computed with ωB97M-V/def2-TZVPD.

The calculation puts the frontier orbital gap at 0.174 Ha. The calculated total energy comes out at -4297.60817 Ha. The value obtained for the maximum force is 3.12 eV/Å. Its total charge is +1.

```
42
Properties=species:S:1:pos:R:3:nbo_charge:R:1
Au -1.141 -1.834 0.094 1.30
Cl 4.560 -5.706 2.299 0.15
C 3.528 -4.543 1.645 -0.03
C 2.526 -3.959 2.468 -0.10
Cl 2.383 -4.445 4.097 0.10
C 1.689 -3.008 1.947 -0.09
Cl 0.483 -2.265 2.898 0.09
C 1.799 -2.604 0.568 0.30
O 1.050 -1.734 0.062 -0.59
C 2.817 -3.235 -0.248 -0.08
Cl 2.912 -2.766 -1.873 0.12
C 3.670 -4.169 0.289 -0.10
Cl 4.881 -4.891 -0.671 0.11
C -3.843 -4.514 1.292 -0.89
S -3.037 -3.819 -0.104 2.37
O -3.281 -2.332 -0.052 -0.97
O -3.478 -4.475 -1.284 -0.87
O -1.547 -3.918 0.165 -0.96
H -4.910 -4.345 1.165 0.27
H -3.474 -4.033 2.194 0.25
H -3.629 -5.580 1.298 0.27
S -1.748 4.691 -0.643 0.39
C -1.469 2.981 -0.443 -0.10
C -2.558 2.202 -0.035 -0.25
C -2.398 0.850 0.128 0.06
N -1.218 0.241 -0.082 -0.51
C -0.169 0.974 -0.475 0.09
C -0.253 2.335 -0.666 -0.28
C -0.139 5.281 -1.118 -0.18
C 0.195 5.388 -2.459 -0.25
C 1.459 5.870 -2.778 0.05
N 2.357 6.231 -1.868 -0.38
C 2.015 6.135 -0.586 0.05
C 0.780 5.670 -0.156 -0.25
H -3.525 2.649 0.148 0.25
H -3.224 0.215 0.421 0.24
H 0.757 0.442 -0.636 0.25
H 0.624 2.877 -0.988 0.26
H -0.505 5.109 -3.235 0.24
H 1.758 5.969 -3.815 0.21
H 2.761 6.447 0.135 0.21
H 0.542 5.620 0.898 0.24
```

Entry 3:
The molecule C17H11BBrClFINO7PS, computed with ωB97M-V/def2-TZVPD.

The calculation puts the frontier orbital gap at 0.266 Ha. The calculated total energy comes out at -5431.79505 Ha. The value obtained for the maximum force is 4.93 eV/Å. Its total charge is 0.

```
43
Properties=species:S:1:pos:R:3:nbo_charge:R:1
C 2.024 2.733 1.884 -0.74
C 3.125 2.688 0.695 0.80
O 3.040 3.612 -0.156 -0.56
O 4.142 1.674 0.670 -0.54
C 3.913 0.792 -0.490 -0.12
C 2.809 -0.279 -0.072 -0.05
C 3.169 -1.287 1.080 0.41
F 4.444 -1.178 1.677 -0.32
C 2.146 -2.373 1.567 -0.07
Cl 2.697 -3.460 2.908 0.03
C 0.719 -2.517 0.980 -0.37
P -0.609 -3.765 1.441 1.23
N -0.164 -4.798 2.784 -1.13
O -0.693 -4.844 0.076 -0.95
C 0.345 -1.478 -0.148 -0.07
C 1.385 -0.410 -0.660 -0.10
C 0.929 0.591 -1.844 0.56
O 1.687 0.895 -2.793 -0.50
C -0.581 1.139 -1.690 -0.14
C -0.939 2.602 -2.049 -0.15
I 0.516 4.042 -2.837 0.24
C -2.402 3.082 -1.834 -0.19
S -3.017 4.786 -2.198 0.03
C -3.421 2.038 -1.262 -0.06
Br -5.273 2.685 -0.933 0.07
C -3.080 0.555 -0.936 -0.34
B -4.234 -0.428 -0.344 1.16
O -4.746 -1.526 -1.135 -0.86
O -4.726 -0.245 0.993 -0.93
C -1.623 0.083 -1.155 -0.06
C -1.091 -1.414 -0.854 0.53
O -1.757 -2.415 -1.196 -0.46
H 1.670 3.818 2.025 0.25
H 2.468 2.415 2.896 0.24
H 1.090 2.114 1.617 0.25
H 4.911 0.275 -0.724 0.23
H 3.622 1.471 -1.357 0.25
H -0.961 -5.304 3.191 0.41
H 0.475 -5.520 2.388 0.37
H 0.213 -5.062 -0.240 0.48
H -1.975 5.592 -2.630 0.18
H -5.248 -2.068 -0.482 0.50
H -4.997 0.687 1.148 0.51
```

Entry 4:
A structure of composition C17H11BrLuN4OS3, computed with ωB97M-V/def2-TZVPD.

The calculation puts the frontier orbital gap at 0.264 Ha. The calculated total energy comes out at -5952.97357 Ha. The value obtained for the maximum force is 1.01 eV/Å. Its total charge is -1. The calculation puts the energy above the lowest of the compared OMol25 structures with the same formula, charge and spin at 0.3260 eV.

```
38
Properties=species:S:1:pos:R:3:nbo_charge:R:1
Lu 0.391 -0.056 -0.570 1.51
S -2.072 0.036 0.546 -0.32
C -1.571 1.476 1.379 -0.17
S 0.078 1.995 1.220 -0.30
C -2.450 2.157 2.207 -0.50
C -2.063 3.343 2.913 0.33
N -1.767 4.305 3.476 -0.39
C -3.767 1.658 2.470 0.33
N -4.819 1.253 2.722 -0.40
O 5.296 1.071 -3.677 -0.66
C 4.411 0.533 -2.792 0.34
C 4.626 -0.721 -2.210 -0.36
C 3.685 -1.187 -1.323 0.08
N 2.595 -0.487 -1.010 -0.61
C 2.333 0.709 -1.608 -0.18
Br -0.391 -1.725 -2.480 -0.61
C 3.269 1.243 -2.487 -0.33
H 6.011 0.443 -3.826 0.47
H 5.500 -1.314 -2.454 0.20
H 3.816 -2.147 -0.832 0.19
H 3.095 2.197 -2.969 0.22
S -2.683 -2.690 2.872 0.48
C -1.424 -2.958 1.753 -0.10
N -0.355 -2.238 1.926 -0.26
C -0.480 -1.380 3.032 0.19
C 0.449 -0.434 3.445 -0.21
C 0.116 0.373 4.510 -0.18
C -1.121 0.249 5.155 -0.19
C -2.048 -0.685 4.740 -0.21
C -1.712 -1.499 3.663 -0.22
H -1.527 -3.617 0.904 0.25
H 1.379 -0.303 2.912 0.24
H 0.808 1.145 4.823 0.23
H -1.368 0.913 5.973 0.22
H -3.020 -0.762 5.211 0.23
C 0.723 -2.136 0.979 -0.70
H 0.679 -2.977 0.296 0.21
H 1.684 -2.077 1.484 0.20
```

Entry 5:
A structure of composition C17H11GaN4S3, computed with ωB97M-V/def2-TZVPD.

The calculation puts the frontier orbital gap at 0.224 Ha. The calculated total energy comes out at -3992.28138 Ha. The value obtained for the maximum force is 3.37 eV/Å. Its total charge is +2. The calculation puts the energy above the lowest of the compared OMol25 structures with the same formula, charge and spin at 0.0000 eV.

```
36
Properties=species:S:1:pos:R:3:nbo_charge:R:1
Ga -1.982 -1.374 -0.485 1.64
N 1.814 -1.593 1.115 -0.48
C 2.312 -1.668 -0.192 0.12
C 3.594 -1.848 -0.567 -0.22
C 3.880 -2.085 -1.921 -0.14
C 2.780 -2.027 -2.852 -0.17
C 1.464 -1.790 -2.407 -0.21
C 1.181 -1.549 -1.058 0.09
N 0.017 -1.523 -0.284 -0.64
C 0.414 -1.495 0.984 0.43
C -0.492 -1.337 2.095 0.03
C -0.327 -1.462 3.469 -0.33
S -1.896 -1.488 4.292 0.62
C -2.622 -1.108 2.800 -0.08
N -1.865 -1.138 1.717 -0.57
H 2.371 -1.568 2.012 0.46
H 4.399 -1.957 0.204 0.25
H 4.904 -2.396 -2.194 0.26
H 2.919 -2.294 -3.877 0.25
H 0.672 -1.880 -3.101 0.23
H 0.635 -1.615 3.967 0.28
H -3.686 -0.954 2.740 0.27
S -4.294 -0.810 -0.648 0.04
C -3.404 0.688 -0.686 -0.12
N -2.086 0.604 -0.952 -0.66
C -1.518 1.862 -0.909 0.12
C -0.167 2.054 -0.967 -0.24
C 0.370 3.239 -0.430 -0.16
C -0.440 4.279 0.083 -0.19
C -1.836 4.105 0.056 -0.17
C -2.408 2.906 -0.486 -0.26
S -3.984 2.293 -0.239 0.58
H 0.391 1.355 -1.588 0.24
H 1.440 3.416 -0.472 0.24
H -0.059 5.243 0.437 0.26
H -2.490 4.918 0.343 0.24
```

Entry 6:
A structure of composition C17H11IN5O9Sc, computed with ωB97M-V/def2-TZVPD.

The calculation puts the frontier orbital gap at 0.241 Ha. The calculated total energy comes out at -2663.66148 Ha. The value obtained for the maximum force is 0.48 eV/Å. Its total charge is 0. The calculation puts the energy above the lowest of the compared OMol25 structures with the same formula, charge and spin at 0.0081 eV.

```
44
Properties=species:S:1:pos:R:3:nbo_charge:R:1
Sc 0.233 1.207 0.187 1.65
N -0.207 1.067 2.525 -0.67
N 0.403 2.204 3.089 -0.51
C 0.584 3.301 2.218 0.88
O 0.814 4.400 2.652 -0.61
O 0.494 2.953 0.960 -0.82
H -1.213 1.053 2.676 0.38
H 0.162 0.222 2.945 0.40
H 0.137 2.453 4.028 0.39
I 1.272 1.872 -2.573 0.29
C 3.053 0.818 -2.230 -0.12
C 4.004 0.816 -3.208 -0.25
C 5.202 0.106 -3.003 -0.21
C 5.394 -0.578 -1.839 -0.16
C 4.409 -0.582 -0.824 -0.09
C 4.616 -1.308 0.373 -0.17
C 3.662 -1.318 1.342 -0.21
C 2.467 -0.586 1.157 -0.22
C 2.189 0.157 0.027 -0.51
C 3.195 0.137 -0.993 -0.02
H 3.847 1.352 -4.135 0.23
H 5.959 0.107 -3.775 0.22
H 6.310 -1.131 -1.672 0.21
H 5.542 -1.856 0.495 0.21
H 3.813 -1.881 2.255 0.21
H 1.747 -0.644 1.969 0.18
O -6.926 -2.444 -0.396 -0.37
N -6.433 -1.491 -0.965 0.54
O -6.982 -0.811 -1.808 -0.37
C -5.052 -1.146 -0.620 -0.04
C -4.465 -0.055 -1.218 -0.10
C -3.159 0.267 -0.879 -0.11
C -2.375 -0.509 0.025 0.50
O -1.138 -0.321 0.235 -0.74
C -3.093 -1.570 0.653 -0.07
C -4.378 -1.912 0.326 -0.10
N -2.439 -2.321 1.726 0.54
O -2.679 -3.507 1.803 -0.35
O -1.739 -1.693 2.500 -0.38
N -2.602 1.456 -1.485 0.56
O -1.587 1.974 -0.990 -0.44
O -3.166 1.948 -2.427 -0.30
H -5.013 0.545 -1.927 0.29
H -4.862 -2.752 0.803 0.28
```

Entry 7:
A structure of composition C17H11N6O8, computed with ωB97M-V/def2-TZVPD.

The calculation puts the frontier orbital gap at 0.206 Ha. The calculated total energy comes out at -1584.49336 Ha. The value obtained for the maximum force is 4.53 eV/Å. Its total charge is -1. The calculation puts the energy above the lowest of the compared OMol25 structures with the same formula, charge and spin at 0.1595 eV.

```
42
Properties=species:S:1:pos:R:3:nbo_charge:R:1
C 4.283 -1.257 2.656 -0.62
C 3.044 -0.414 2.762 -0.07
O 2.129 -0.878 1.724 -0.52
C 1.003 -0.140 1.669 0.81
C -0.047 -0.689 0.752 -0.60
C -1.357 -0.838 1.440 0.00
C -1.834 0.199 2.261 -0.18
C -3.092 0.101 2.854 -0.23
C -3.899 -1.016 2.606 -0.25
C -3.455 -2.021 1.741 -0.21
C -2.197 -1.927 1.149 -0.21
C 0.470 -1.895 0.193 0.32
N 0.880 -2.855 -0.336 -0.42
O 0.868 0.882 2.331 -0.65
H 4.960 -1.007 3.475 0.20
H 4.065 -2.327 2.711 0.22
H 4.812 -1.057 1.720 0.21
H 2.567 -0.528 3.746 0.18
H 3.266 0.647 2.592 0.19
H -1.197 1.063 2.446 0.24
H -3.439 0.914 3.494 0.20
H -4.885 -1.092 3.066 0.20
H -4.087 -2.871 1.483 0.20
H -1.847 -2.709 0.476 0.22
O 1.136 2.747 -5.924 -0.38
N 0.608 1.875 -5.258 0.41
C 0.421 1.625 -3.911 0.01
C -0.302 0.426 -3.796 0.12
N -0.582 -0.102 -5.023 -0.09
O -0.016 0.782 -5.906 -0.16
C -0.707 -0.021 -2.468 -0.02
N -1.687 -1.134 -2.340 0.51
O -1.559 -2.151 -3.032 -0.35
O -2.613 -0.977 -1.512 -0.37
C -0.280 0.670 -1.339 -0.15
C 0.332 1.896 -1.531 0.02
N 0.653 2.895 -0.597 0.42
O 0.423 3.006 0.595 -0.33
O 1.329 3.903 -1.297 -0.16
N 1.388 3.620 -2.649 -0.10
C 0.761 2.412 -2.776 0.08
H -0.314 0.243 -0.246 0.31
```

Entry 8:
A structure of composition C17H12AuN7S2Se, computed with ωB97M-V/def2-TZVPD.

The calculation puts the frontier orbital gap at 0.227 Ha. The calculated total energy comes out at -4371.72975 Ha. The value obtained for the maximum force is 0.62 eV/Å. Its total charge is 0. The calculation puts the energy above the lowest of the compared OMol25 structures with the same formula, charge and spin at 3.9117 eV.

```
40
Properties=species:S:1:pos:R:3:nbo_charge:R:1
Au -1.211 -2.261 0.522 0.49
Se -0.575 6.345 1.850 0.85
N 0.454 5.413 0.722 -0.59
C -0.187 4.327 0.412 0.00
C 1.293 1.958 -0.236 -0.25
C 2.668 1.894 -0.330 -0.14
C 3.330 0.705 -0.036 -0.33
C 2.548 -0.392 0.282 0.06
N 1.225 -0.372 0.382 -0.49
C 0.580 0.800 0.178 0.17
C -1.868 1.713 0.539 0.11
N -2.724 0.608 0.653 -0.14
C -4.011 0.642 1.012 0.02
C -4.541 1.889 1.247 -0.31
C -3.721 3.037 1.201 -0.17
C -2.378 2.976 0.879 -0.12
C -1.504 4.154 1.033 0.13
N -1.877 5.124 1.818 -0.61
H 3.215 2.768 -0.661 0.23
H 4.407 0.629 -0.086 0.22
H 3.017 -1.354 0.474 0.17
H -4.541 -0.293 1.121 0.22
H -5.583 1.973 1.517 0.22
H -4.139 4.000 1.460 0.23
S 0.478 3.365 -0.934 0.28
C -0.814 0.811 0.355 0.00
N -1.707 -0.292 0.511 -0.52
C 0.169 -3.241 -2.478 -0.41
N 1.158 -3.737 -1.530 -0.33
C 2.529 -3.709 -1.709 -0.06
C 3.092 -4.220 -0.597 -0.08
N 2.048 -4.540 0.247 -0.51
C 0.865 -4.237 -0.318 0.28
S -0.681 -4.509 0.395 -0.25
H 0.669 -3.048 -3.423 0.22
H -0.282 -2.326 -2.096 0.24
H -0.611 -3.987 -2.610 0.23
H 2.977 -3.327 -2.608 0.24
H 4.122 -4.366 -0.331 0.24
H 2.110 -4.922 1.175 0.44
```

no.,M (g/mol),HOMO level (eV)
1,382.49,-7.8
2,745.65,-11.3
3,676.39,-8.9
4,638.37,-4.9
5,437.23,-14.6
6,601.16,-8.5
7,427.31,-4.4
8,654.39,-6.0